Record 1
{
  "formula": "C28H88F6N20O16P",
  "method": "ωB97M-V/def2-TZVPD",
  "e_tot_ha": -4359.666672,
  "homo_energy_ev": -6.52,
  "homo_lumo_gap_ev": 8.310,
  "total_charge": -1,
  "species": ["C", "H", "H", "F", "O", "O", "H", "H", "C", "H", "H", "H", "H", "N", "C", "O", "H", "H", "H", "H", "H", "N", "H", "H", "C", "H", "O", "P", "O", "H", "O", "H", "H", "C", "H", "H", "C", "H", "H", "H", "H", "H", "N", "H", "H", "O", "C", "H", "N", "H", "C", "C", "H", "H", "F", "H", "H", "C", "H", "H", "H", "O", "C", "H", "H", "H", "C", "H", "H", "H", "N", "C", "H", "H", "H", "C", "C", "H", "H", "H", "H", "H", "F", "N", "N", "H", "H", "O", "C", "H", "H", "H", "H", "F", "N", "N", "H", "H", "O", "N", "H", "H", "F", "N", "H", "N", "H", "N", "O", "N", "C", "N", "H", "C", "C", "H", "H", "H", "H", "C", "H", "N", "H", "C", "H", "H", "H", "C", "H", "H", "H", "C", "H", "C", "N", "H", "N", "N", "C", "O", "N", "H", "C", "H", "O", "O", "O", "F", "O", "H", "C", "C", "H", "H", "H", "H", "H", "H", "H"],
  "positions_angstrom": [[-20.001360, -15.776210, 13.821180], [-23.064640, -15.470780, 24.542820], [-21.406380, -15.417740, 15.108950], [-22.337690, -19.346270, 17.939190], [-27.589790, -20.721580, 16.358810], [-29.755040, -13.581860, 16.050110], [-23.578240, -25.466270, 14.196360], [-24.337830, -24.329520, 16.350990], [-15.967760, -16.093220, 16.374920], [-24.492270, -19.720460, 16.185990], [-16.784610, -20.149630, 20.497430], [-22.640710, -14.274000, 16.055370], [-20.668920, -14.976350, 22.273130], [-21.801340, -24.177660, 18.751430], [-25.610870, -12.768530, 17.313810], [-23.149880, -22.416850, 19.176470], [-28.369060, -14.519530, 16.983460], [-16.099440, -17.919850, 17.280690], [-22.508060, -15.218850, 20.476560], [-18.294190, -18.792820, 22.370410], [-25.136270, -14.010230, 15.567090], [-18.717170, -22.226750, 19.208460], [-26.029000, -12.028640, 16.631290], [-21.796530, -25.140410, 18.446160], [-23.458460, -22.800960, 15.259200], [-29.314460, -16.762950, 16.871440], [-24.212470, -17.886290, 22.985090], [-22.354510, -17.867100, 17.351430], [-25.854360, -23.220020, 15.551840], [-21.133440, -23.583880, 18.280840], [-17.367610, -18.643470, 22.572260], [-19.274630, -19.105620, 16.147490], [-25.781620, -18.368580, 17.031350], [-28.179780, -15.120640, 14.935740], [-26.303270, -23.390290, 14.720520], [-21.125050, -19.932640, 23.934020], [-24.811590, -13.922770, 16.603930], [-21.632280, -18.568220, 20.513730], [-22.478090, -18.893840, 23.512270], [-24.953990, -15.586530, 24.973060], [-23.433440, -19.594390, 12.053010], [-19.959920, -20.147910, 19.836420], [-26.601460, -18.843320, 16.681220], [-20.854290, -19.908640, 15.026370], [-23.578130, -22.099380, 16.084770], [-26.824100, -20.281650, 21.036770], [-22.920000, -23.658740, 19.110840], [-25.158650, -19.397150, 12.458880], [-20.848040, -14.953120, 14.407180], [-24.597740, -15.651910, 13.355950], [-24.499180, -24.888140, 14.272150], [-26.818830, -15.708590, 20.362190], [-25.839300, -16.869800, 13.575210], [-27.765660, -14.040840, 19.748340], [-24.001830, -17.918670, 17.253360], [-27.573550, -18.650400, 16.875970], [-25.563200, -17.685660, 11.173550], [-23.306940, -13.559090, 16.538230], [-21.988430, -16.646370, 23.882150], [-15.204680, -16.692830, 18.140590], [-24.958030, -12.133300, 17.912470], [-21.073000, -14.081790, 19.606150], [-29.925490, -15.871140, 16.732140], [-22.976710, -13.558470, 17.577000], [-22.459010, -23.221490, 15.148010], [-15.585600, -19.044870, 19.760580], [-16.763930, -18.175900, 21.351420], [-19.643070, -17.639090, 13.548280], [-22.778670, -18.110890, 21.818640], [-28.691630, -15.341100, 13.998990], [-20.278990, -17.031790, 14.045170], [-19.712370, -21.752580, 18.517250], [-17.552210, -19.435850, 15.775070], [-17.540180, -17.207620, 15.895690], [-24.775120, -21.975460, 19.411620], [-18.921700, -19.867550, 14.408940], [-24.032540, -16.915260, 23.699750], [-23.165460, -12.609780, 16.021620], [-15.911410, -17.562120, 21.642230], [-25.835860, -17.403650, 20.304060], [-18.502180, -16.932780, 21.071180], [-17.336190, -16.728990, 19.788330], [-22.306230, -18.570090, 15.896480], [-21.893930, -18.464690, 21.483740], [-15.795700, -16.960440, 17.366520], [-24.369260, -15.784560, 16.642560], [-23.943410, -19.602170, 13.735910], [-20.087470, -19.693700, 21.748890], [-16.077360, -19.342140, 20.686810], [-23.694700, -22.391370, 14.277090], [-21.017580, -17.339890, 14.661340], [-30.146090, -13.437890, 15.185270], [-22.455940, -12.234400, 20.822260], [-22.453020, -16.406250, 16.773170], [-25.938170, -16.488600, 19.888950], [-22.936860, -16.335400, 24.036660], [-18.450040, -18.218300, 19.914090], [-24.508960, -19.861770, 21.963440], [-24.685240, -17.308640, 11.266460], [-18.519490, -19.315560, 15.510480], [-24.395480, -17.002280, 14.488840], [-25.886390, -16.701390, 24.075850], [-22.272240, -17.252190, 18.933610], [-20.336730, -20.784870, 19.149100], [-16.953790, -16.108830, 14.673350], [-16.842420, -16.552040, 15.574050], [-30.704920, -16.121620, 16.012530], [-25.626380, -21.480300, 19.635840], [-18.184170, -20.202350, 13.547280], [-25.223760, -20.414860, 16.239240], [-24.115740, -17.614010, 12.483990], [-23.865260, -24.549330, 19.214880], [-22.012170, -14.058720, 22.884570], [-22.961850, -13.129600, 20.460630], [-24.138810, -19.157710, 12.760020], [-18.058170, -22.710270, 18.615140], [-20.648040, -13.297410, 21.905730], [-26.492280, -13.103180, 17.860820], [-20.270870, -20.622550, 13.463890], [-24.605440, -23.823490, 15.423400], [-27.431280, -14.425260, 14.555880], [-21.511740, -19.166090, 23.402060], [-25.280250, -25.601630, 14.534720], [-21.082360, -19.153750, 22.162540], [-23.494710, -25.484210, 19.308590], [-24.972450, -21.366030, 16.010710], [-20.730970, -13.950240, 14.382210], [-24.762190, -16.719470, 13.502110], [-23.372020, -12.964150, 19.464390], [-23.818220, -13.355040, 21.096160], [-18.607190, -21.989130, 20.183930], [-29.033480, -14.748720, 16.150310], [-21.105990, -20.419420, 18.606170], [-25.744420, -20.674350, 20.631930], [-24.968510, -16.380900, 24.349480], [-24.739540, -24.260750, 19.630170], [-24.604630, -20.295760, 21.056470], [-20.142180, -20.195820, 14.370230], [-22.036530, -14.260030, 20.692020], [-19.160970, -15.419650, 12.986300], [-26.934520, -14.609750, 19.673220], [-24.657780, -24.446030, 13.288540], [-21.327170, -14.139260, 22.040540], [-15.252360, -19.691440, 21.307660], [-19.858970, -22.089920, 17.334970], [-15.336480, -15.028030, 16.239130], [-27.609220, -16.004550, 21.287330], [-20.683020, -18.037090, 17.391460], [-24.987940, -15.209990, 17.099400], [-26.508190, -21.928420, 19.431650], [-26.457060, -20.041790, 16.388170], [-17.825430, -17.476880, 20.412340], [-30.384490, -15.521930, 17.657070], [-27.589880, -16.000370, 15.193020], [-26.454970, -14.597080, 18.784420], [-25.344570, -16.103820, 19.168060], [-23.096770, -17.228360, 12.516820], [-23.846810, -20.761640, 20.578180], [-21.373520, -14.626210, 18.874780]],
  "forces_ev_per_a": [[1.262, 1.754, -2.955], [0.694, -0.318, -0.137], [-0.094, 0.916, 0.089], [-1.311, -0.444, 0.860], [3.776, 0.476, -0.680], [-0.983, 1.929, -0.428], [0.228, 0.365, 0.452], [-0.581, -0.344, 0.283], [3.218, 3.064, 1.108], [-0.172, -0.236, 0.126], [0.077, -0.099, -0.102], [-0.655, -0.091, -0.222], [-0.091, -0.297, -0.301], [4.318, -1.264, -1.207], [0.215, -0.425, -0.444], [0.995, -1.789, 0.251], [0.581, -0.116, -0.080], [0.199, 0.393, 0.185], [-0.161, -0.177, 0.620], [-0.440, -0.378, 0.018], [-0.369, 0.558, -0.293], [2.713, -2.089, 1.323], [0.121, -0.371, -0.678], [0.180, 0.262, 0.045], [-1.360, -0.236, -0.761], [-0.136, -0.046, 0.329], [0.558, -1.361, -1.230], [1.101, -2.229, 2.372], [0.094, -0.340, -0.375], [0.236, 0.200, -0.056], [0.415, 0.558, -0.384], [0.775, 0.010, 0.805], [-0.850, 0.666, 0.181], [0.323, -0.534, -0.308], [-0.492, 0.374, 0.000], [-0.339, 0.256, 0.428], [0.756, 1.530, -1.919], [-0.998, 0.947, -0.356], [-0.063, -0.457, 0.457], [0.305, -0.338, -0.331], [-0.161, -0.183, -0.104], [0.221, -0.617, 0.378], [-0.663, 7.056, 1.416], [-0.049, -0.368, -0.319], [1.018, 0.019, -0.271], [-1.247, 0.469, 0.978], [-1.818, 5.066, -0.574], [-0.067, -0.692, 0.108], [-1.573, 1.471, 1.604], [0.238, -0.111, -0.314], [-0.981, 0.343, 1.103], [-4.970, -0.718, 3.679], [-0.239, -0.100, -0.176], [0.218, -0.282, 0.222], [0.897, 0.356, 0.832], [0.423, 0.652, 0.392], [-0.074, -0.130, 0.284], [-0.431, -0.154, 0.585], [-0.332, -0.130, -0.322], [-0.113, -0.227, -0.234], [0.018, -0.476, 0.564], [0.811, -0.453, 0.680], [0.493, 0.171, -1.170], [0.307, 0.577, -0.044], [-0.108, -0.166, 0.575], [-0.217, 0.083, -0.309], [-0.601, -0.337, -0.303], [-0.487, -0.445, 0.316], [-0.269, -0.078, -0.285], [-0.777, -0.331, 0.223], [0.370, -2.894, 0.197], [0.560, 1.548, -1.640], [-0.451, 0.102, 0.047], [0.075, 0.147, -0.511], [0.198, 0.196, -0.112], [2.329, -0.522, 0.953], [0.957, -2.178, -1.052], [0.019, 0.182, 0.359], [-0.487, 0.860, 0.111], [0.284, 0.047, -0.183], [-0.061, 0.199, 0.014], [-0.220, -0.374, -0.430], [-0.062, 0.803, -1.102], [-1.334, 2.316, -5.521], [1.195, -1.109, 3.124], [-0.025, -0.179, 0.054], [0.002, 0.689, 0.198], [2.685, -1.133, -0.674], [0.290, -0.320, -0.343], [0.230, 0.940, 0.030], [0.382, -0.310, -0.267], [0.024, -0.312, -0.120], [-0.248, 0.271, -0.168], [1.159, 0.505, -0.433], [3.865, -3.238, -1.204], [5.464, 2.206, 0.626], [0.322, 0.057, -0.419], [0.062, 0.099, -0.363], [0.272, 0.062, -2.049], [0.959, 2.457, 3.515], [0.180, 0.159, 0.301], [-0.207, 0.215, 0.091], [-0.683, -0.400, -2.307], [-2.761, 1.592, -0.597], [-0.376, -0.001, 0.141], [-3.750, -1.005, -4.264], [-0.181, -0.061, 0.001], [-1.790, -3.662, -3.687], [3.347, -0.887, -3.786], [2.989, -2.171, -1.032], [0.662, 0.072, 1.999], [-2.503, -2.166, 0.962], [-0.044, 0.471, -0.218], [-1.534, 0.450, 1.457], [-0.350, 1.101, -0.955], [0.277, -0.142, 0.831], [-0.210, 0.341, 0.479], [0.376, 0.042, 0.066], [-1.262, -0.043, 0.289], [3.277, -1.449, -0.392], [-0.027, 0.722, 0.784], [0.447, -1.256, 4.353], [-0.209, -0.239, -0.587], [0.092, -0.507, 1.634], [-1.039, -0.103, 0.270], [-0.787, 0.555, 0.074], [0.053, -0.416, 0.094], [-0.781, -0.470, 1.619], [0.462, -0.344, -0.004], [-0.437, 0.573, 0.237], [0.355, -0.234, -0.310], [0.737, -1.064, 0.847], [0.063, 0.049, 0.338], [-3.515, 0.938, 0.636], [-7.506, 1.976, 2.459], [0.105, -0.401, 0.031], [5.004, 1.811, 2.309], [-5.683, -1.120, -1.265], [0.941, -0.284, -1.941], [0.251, -0.051, 0.734], [-0.338, 3.975, -2.090], [-0.276, 0.110, -0.018], [0.427, -0.474, -0.731], [-0.211, -0.249, 0.247], [-1.143, -0.547, -0.047], [-0.493, -1.083, 0.338], [0.929, 0.455, -0.216], [-0.974, 1.714, -0.474], [-0.716, -0.432, 1.701], [0.121, 0.144, -0.583], [-5.810, -6.548, -0.456], [1.000, -0.095, 1.837], [0.142, -0.157, -0.031], [-0.106, -0.225, 0.006], [-0.257, 0.147, 0.183], [0.323, -0.842, -0.038], [0.378, -0.401, -0.801], [0.610, 0.403, 0.679], [0.087, -0.151, -0.034]]
}

***

Record 2
{
  "formula": "C29H16Cl5IN2O2PSeW",
  "method": "ωB97M-V/def2-TZVPD",
  "e_tot_ha": -6782.902304,
  "homo_energy_ev": [-11.42, -11.42],
  "relative_energy_kj_mol": 0.0,
  "homo_lumo_gap_ev": [6.277, 6.278],
  "total_charge": 1,
  "species": ["Cl", "H", "C", "H", "Cl", "C", "C", "H", "W", "H", "O", "H", "C", "H", "C", "C", "C", "C", "H", "C", "C", "C", "H", "N", "H", "C", "C", "H", "C", "H", "C", "H", "C", "C", "Se", "C", "Cl", "C", "C", "Cl", "N", "H", "C", "C", "H", "O", "C", "I", "P", "C", "H", "C", "C", "H", "C", "C", "C", "Cl"],
  "positions_angstrom": [[3.838494, -0.322477, -2.831432], [-4.787335, -2.333112, -1.237332], [1.183913, -0.515517, -3.972828], [-4.697305, -3.976302, 0.613008], [6.379956, -2.092243, -2.654994], [-1.997045, 3.960593, 0.113931], [1.018900, -0.986184, 1.964764], [-3.045155, -0.614968, -1.444584], [1.040792, -0.719586, -1.891400], [1.575983, 2.413825, 3.688454], [1.474003, 1.462599, -1.698136], [-2.051953, 6.113579, 0.055534], [0.317120, 0.137671, 1.522351], [-2.563231, 0.579357, 1.877934], [2.077927, 0.328837, 3.670705], [-2.446404, 1.508566, 1.334074], [-0.977665, 4.138497, -2.470714], [-3.976107, -2.303818, -0.522455], [-3.524516, 2.611562, 2.839694], [2.541322, -2.224622, -1.495001], [-1.730609, 1.532862, 0.157567], [1.880600, -0.894113, 3.043031], [-1.047336, 6.278750, -2.193675], [2.257828, 1.371112, -0.727362], [0.912276, -1.935746, 1.457516], [-2.963156, 2.678432, 1.918360], [-3.927475, -3.222099, 0.520283], [0.031504, 2.259431, 1.801254], [0.534894, 1.365673, 2.143158], [2.757649, 0.403887, 4.508859], [-1.908014, -2.193521, 1.335778], [2.408054, -1.774756, 3.384789], [-2.674540, 3.885627, 1.354977], [-2.901710, -3.159322, 1.448729], [-0.435695, -2.316943, -2.288191], [-1.226185, 5.316003, -1.735909], [6.246206, -4.813544, -1.121167], [4.855278, -3.832516, -1.252169], [3.770056, -1.857374, -2.026187], [3.595839, -5.704382, 0.206138], [1.302463, -0.462203, -5.119340], [-2.872379, -3.857677, 2.274388], [1.413150, 1.455792, 3.213422], [2.511571, -3.430882, -0.786250], [-0.663470, 4.206487, -3.503369], [2.322400, 0.179028, -0.334455], [4.920907, -2.625402, -1.942966], [-1.171380, 1.269312, -3.154929], [-0.698576, 0.018936, 0.021815], [-2.989766, -1.342066, -0.641824], [-2.989041, 4.807778, 1.827389], [-1.603713, 2.768517, -0.550136], [-1.937024, -1.293022, 0.277429], [-1.134113, -2.144866, 2.087205], [-1.767517, 5.222951, -0.489995], [-1.183708, 2.917901, -1.896215], [3.650018, -4.227951, -0.663027], [1.073026, -4.016351, -0.016494]],
  "forces_ev_per_a": [[-0.053, 0.051, 0.025], [0.000, 0.002, -0.001], [-0.249, -0.014, 0.042], [-0.001, 0.003, 0.005], [0.000, 0.013, -0.008], [-0.010, 0.089, 0.029], [0.002, 0.020, -0.018], [0.000, -0.015, 0.006], [0.374, -0.111, -0.228], [0.000, -0.001, 0.002], [0.032, -0.004, -0.087], [0.000, -0.002, 0.006], [0.068, -0.104, -0.002], [0.012, -0.012, -0.009], [0.002, -0.006, 0.002], [-0.017, 0.007, 0.026], [-0.002, 0.041, 0.007], [-0.007, -0.022, 0.017], [-0.002, 0.000, 0.000], [-0.194, 0.173, 0.148], [0.082, 0.038, 0.000], [0.003, 0.011, -0.003], [0.004, -0.001, -0.003], [0.250, 0.101, 0.238], [-0.005, -0.005, -0.001], [0.012, 0.048, -0.039], [0.006, 0.007, -0.016], [0.000, 0.008, -0.010], [-0.012, 0.004, 0.004], [0.000, 0.000, 0.000], [0.019, -0.006, -0.004], [0.001, -0.002, -0.003], [-0.008, -0.062, 0.003], [0.006, -0.003, -0.002], [-0.017, -0.145, 0.074], [-0.001, -0.044, -0.001], [-0.003, 0.005, 0.000], [-0.036, 0.002, 0.008], [0.077, -0.023, 0.006], [0.001, 0.004, -0.004], [0.020, 0.027, 0.003], [0.001, 0.001, 0.001], [-0.001, -0.005, 0.001], [0.002, -0.113, 0.015], [-0.006, 0.010, -0.002], [-0.060, -0.031, 0.024], [0.017, -0.037, 0.024], [-0.172, 0.046, -0.177], [-0.140, -0.104, -0.017], [0.007, 0.043, -0.017], [0.000, -0.001, 0.004], [0.000, 0.001, -0.044], [-0.069, 0.085, 0.005], [-0.002, -0.001, 0.003], [0.004, -0.029, -0.010], [-0.028, 0.010, 0.049], [0.088, -0.005, -0.019], [0.009, 0.058, -0.051]]
}